DFT (wB97M-V/def2-TZVPD) results for an isolated molecule of C6H10ClF in a non-equilibrium geometry.

XYZ file:
```
18
C6H10ClF wB97M-V/def2-TZVPD
C 0.009 -1.111 1.464
C -0.254 -0.332 0.237
Cl -1.105 1.154 0.719
C -1.230 -1.046 -0.739
F -1.427 -0.248 -1.849
C 1.050 0.086 -0.557
C 2.363 -0.501 -0.226
C 2.044 0.977 0.092
H 0.330 -2.117 1.269
H -1.019 -1.136 1.943
H 0.702 -0.612 2.162
H -0.775 -2.008 -1.049
H -2.211 -1.280 -0.211
H 0.867 0.210 -1.574
H 2.388 -1.140 0.644
H 3.076 -0.756 -1.017
H 2.443 1.805 -0.512
H 1.934 1.206 1.136
```

Values from the calculation:
Energy relative to the best compared isomer or geometry (same formula, charge and spin)   0.697 eV
Multiplicity   1
Gap between HOMO and LUMO   11.36 eV
Structure (SMILES)   C[C@](Cl)(CF)C1CC1
HOMO energy   -10.489 eV
E   -794.636605 Ha